[1]
This record from the Open Molecules 2025 dataset describes C3H8N4O as an isolated structure at a distorted geometry. The level of theory is the ωB97M-V functional and the def2-TZVPD basis.

The geometry in XYZ format:
```
16
Properties=species:S:1:pos:R:3:forces:R:3:lowdin_charge:R:1
C -2.986473 -0.571522 0.237616 -3.3 -0.1 -3.9 -0.12
C -2.141167 0.761225 -0.141669 -2.9 -0.4 1.0 -0.23
C 1.500682 0.458369 0.072166 -1.8 4.6 2.2 -0.45
H -3.157987 -1.428022 -0.651759 1.6 2.0 2.0 0.10
H -4.061547 -0.107054 -0.062033 2.1 -1.1 1.6 0.08
H -3.069566 -1.163695 1.189866 0.7 1.3 -0.7 0.05
H -2.801936 1.692135 -0.222276 0.8 -1.6 -0.2 0.12
H -0.410101 -0.974803 -0.402798 2.6 4.0 1.9 0.25
H 2.012437 -1.369757 -0.234160 -1.2 -4.1 -2.5 0.03
H 4.199178 -0.043331 0.737440 -0.4 -1.4 -2.6 0.12
H 3.831644 0.762147 -0.520096 -1.1 -1.9 -0.4 0.09
N -0.941310 1.058258 -0.261139 2.9 1.1 0.6 -0.04
N 0.063061 0.177624 0.012060 -1.2 -6.2 -2.1 -0.01
N 2.386480 -0.641564 0.205698 1.6 6.2 0.4 0.00
N 3.809037 -0.294813 -0.283343 -0.4 2.2 4.2 0.01
O 1.767562 1.684804 0.324428 0.1 -4.7 -1.5 -0.01
```
Positions in Å, forces in eV/Å.

The frontier orbital gap comes out at 9.750 eV. For the energy above the lowest of the compared OMol25 structures with the same formula, charge and spin, the calculation gives 153.3 kcal per mole. Its multiplicity is 1.

***

[2]
This record from the Open Molecules 2025 dataset describes the molecule C3H8N4O at a distorted geometry. The level of theory is the ωB97M-V functional and the def2-TZVPD basis.

The geometry in XYZ format:
```
16
Properties=species:S:1:pos:R:3:forces:R:3:lowdin_charge:R:1
C -0.134336 -0.876740 -2.112354 -0.1 -0.3 0.4 -0.02
C 0.041153 0.073835 -0.966320 3.6 3.0 -2.8 -0.49
O -0.971356 1.005144 -0.958238 -0.7 -0.1 0.7 0.01
N 1.306014 0.384644 -0.653786 -2.3 -1.4 -0.5 0.03
C 1.432664 0.956863 0.669354 0.9 -1.0 -2.8 -0.27
N 0.868002 -0.100921 1.467177 -5.5 0.0 2.6 0.11
N -0.365853 -0.327531 1.077901 5.8 2.3 1.0 -0.11
N -1.249086 -0.677194 2.020603 -1.7 -2.8 1.1 0.01
H -1.036100 -1.470972 -1.976753 -0.1 -0.1 -0.1 0.08
H -0.225811 -0.310722 -3.038633 -0.2 0.1 0.0 0.09
H 0.738456 -1.517696 -2.194672 0.0 0.0 0.1 0.08
H -0.991931 1.405935 -0.072398 -0.1 0.0 -0.7 0.09
H 0.886112 1.912592 0.784186 0.1 -0.3 0.6 0.12
H 2.490200 1.047938 0.917629 -0.2 0.3 0.1 0.10
H -1.090598 -1.561934 2.490121 0.1 0.4 0.3 0.09
H -1.697530 0.056759 2.546183 0.5 0.1 -0.1 0.09
```
Positions in Å, forces in eV/Å.

The frontier orbital gap comes out at 7.680 eV. For the energy above the lowest of the compared OMol25 structures with the same formula, charge and spin, the calculation gives 145.7 kcal per mole. Its structure (SMILES) is C/C(O)=N/C/N=N/N. Its multiplicity is 1.

***

[3]
This record from the Open Molecules 2025 dataset describes C3H8N4O as an isolated structure at a distorted geometry. The level of theory is the ωB97M-V functional and the def2-TZVPD basis.

The geometry in XYZ format:
```
16
Properties=species:S:1:pos:R:3:forces:R:3:lowdin_charge:R:1
C -0.327276 -0.466143 -2.106755 -3.1 3.9 -0.8 -0.12
C 0.638264 -0.075772 0.154624 1.9 -1.6 2.3 -0.29
C 0.413403 0.575816 1.478609 -4.7 -0.8 3.4 -0.46
H 0.611494 -0.278081 -2.540074 1.2 -0.3 -1.2 0.01
H -1.227912 0.519358 -2.477242 2.9 -4.1 -0.7 0.17
H -0.751939 -1.621254 -2.248120 1.0 3.3 1.3 0.13
H -2.398776 1.276618 -0.486120 2.8 -3.6 0.0 0.17
H -2.037431 -0.358237 0.211561 0.9 1.6 -1.1 0.09
H 1.645187 -1.321680 -0.653568 0.6 -2.4 -4.4 -0.05
H 2.455645 0.344216 2.158138 -3.2 0.3 0.7 0.15
H 0.844066 0.420641 3.425354 3.0 1.0 -3.8 0.23
N -0.254483 0.469557 -0.817660 -1.6 -5.3 -1.3 -0.13
N -1.809297 0.242383 -0.645188 -1.9 3.1 3.0 -0.06
N 1.628123 -1.068080 0.250774 -4.5 6.0 1.8 0.17
N 1.415726 0.599653 2.388060 -0.8 -0.7 2.7 0.09
O -0.844793 0.741006 1.907607 5.5 -0.3 -1.9 -0.10
```
Positions in Å, forces in eV/Å.

The frontier orbital gap comes out at 9.024 eV. For the energy above the lowest of the compared OMol25 structures with the same formula, charge and spin, the calculation gives 187.1 kcal per mole. Its multiplicity is 1.

***

[4]
This record from the Open Molecules 2025 dataset describes C3H8N4O as an isolated structure at a distorted geometry. The level of theory is the ωB97M-V functional and the def2-TZVPD basis.

The geometry in XYZ format:
```
16
Properties=species:S:1:pos:R:3:forces:R:3:lowdin_charge:R:1
C 0.523937 1.871982 0.336537 0.6 1.7 1.2 -0.12
C 0.478909 -0.216431 -0.342428 -3.1 -1.5 2.2 -0.57
C -0.894875 -0.591755 0.095931 -0.9 2.8 0.5 -0.19
H 0.208918 2.927606 -0.583107 0.8 -2.6 4.1 0.19
H 1.657341 1.771087 0.905923 -3.5 1.9 -0.6 0.13
H -0.514173 1.302634 1.284732 3.2 2.3 -3.2 0.21
H -0.781997 -1.367414 1.135046 -1.3 1.6 -3.6 0.20
H -3.802754 -0.642603 -1.134519 3.1 0.6 3.8 0.15
H -2.687616 -1.596996 0.359905 -3.0 3.9 -2.1 0.16
H 3.213612 -1.927983 -0.048689 -2.8 4.0 -0.7 0.18
H 2.969305 -0.126998 -0.689811 -1.1 -2.0 1.0 0.12
N -1.873587 0.183944 -0.375546 0.4 -4.7 0.6 -0.09
N -3.164383 -0.454705 -0.108628 0.6 -3.7 -0.7 -0.14
N 1.230127 -1.132889 -0.011982 3.5 -3.2 0.0 -0.02
N 2.552130 -0.967179 -0.169348 4.0 -2.0 -0.1 -0.03
O 0.885106 0.967696 -0.654010 -0.6 0.8 -2.5 -0.18
```
Positions in Å, forces in eV/Å.

The frontier orbital gap comes out at 8.403 eV. For the energy above the lowest of the compared OMol25 structures with the same formula, charge and spin, the calculation gives 274.2 kcal per mole. Its multiplicity is 1.

***

[5]
This record from the Open Molecules 2025 dataset describes the molecule C3H8N4O at a distorted geometry. The level of theory is the ωB97M-V functional and the def2-TZVPD basis.

The geometry in XYZ format:
```
16
Properties=species:S:1:pos:R:3:forces:R:3:lowdin_charge:R:1
C -0.113526 3.369483 -1.024159 -1.4 1.1 -0.8 -0.05
N 0.251946 2.405437 -0.325378 1.6 -0.9 0.6 -0.03
N -0.078256 1.176100 -0.755202 -4.2 -1.9 -3.6 -0.01
C 0.175020 0.017635 -0.026922 1.8 1.9 3.3 -0.51
O 0.654968 0.284946 1.087212 -0.5 -2.2 -0.7 0.01
N -0.075641 -1.282517 -0.465290 0.9 -1.6 -4.1 -0.03
N 0.356011 -2.404296 0.377924 0.9 5.0 4.8 -0.15
C -0.814453 -2.975323 1.074194 -3.7 1.3 -4.5 -0.18
H -0.878126 3.360657 -1.826651 0.5 -0.5 0.1 0.08
H 0.269404 4.335889 -0.792537 0.2 0.6 0.4 0.06
H -0.988077 1.148394 -1.358448 2.3 -0.1 1.0 0.18
H 0.275269 -1.623520 -1.504466 -1.4 2.0 3.4 0.21
H 0.800849 -1.692565 1.282223 -0.8 -2.5 -3.1 0.19
H -0.473095 -3.650007 1.737262 1.3 -2.7 1.9 -0.01
H -1.316032 -3.566554 0.034294 0.5 1.5 3.7 0.14
H -1.590580 -2.325691 1.767575 1.8 -0.9 -2.4 0.12
```
Positions in Å, forces in eV/Å.

The frontier orbital gap comes out at 10.320 eV. For the energy above the lowest of the compared OMol25 structures with the same formula, charge and spin, the calculation gives 133.0 kcal per mole. Its structure (SMILES) is C=NNC(=O)NNC. Its multiplicity is 1.

***

[6]
This record from the Open Molecules 2025 dataset describes the molecule C3H8N4O at a distorted geometry. The level of theory is the ωB97M-V functional and the def2-TZVPD basis.

The geometry in XYZ format:
```
16
Properties=species:S:1:pos:R:3:forces:R:3:lowdin_charge:R:1
H -2.833153 1.402397 0.916301 0.7 -1.1 -1.0 0.07
N -2.587554 0.655764 0.215729 1.6 0.0 0.6 0.12
C -1.326118 0.412118 0.162771 1.1 -0.5 -1.5 -0.46
N -0.237119 1.066811 0.773067 -0.9 0.5 3.9 0.04
O -0.850439 1.636445 2.023413 1.4 0.8 -1.0 -0.10
N -0.718128 -0.561655 -0.745323 -2.9 3.1 1.5 0.08
C 0.583459 -0.961280 -0.523819 2.1 -1.2 -1.3 -0.54
C 1.569975 -0.187732 -1.385130 -0.3 1.3 0.5 -0.03
N 0.872068 -1.926167 0.229417 0.6 -0.9 0.7 0.16
H 1.887443 -2.193400 0.252363 -1.2 0.7 -0.3 0.08
H 0.654746 0.517195 1.019298 -2.3 0.9 -0.3 0.14
H -0.896645 1.035707 2.791677 0.4 -0.5 -1.0 0.10
H -1.484783 -1.138070 -0.921021 -0.7 -2.1 -0.6 0.11
H 2.140010 -0.726416 -2.128078 0.0 -0.6 0.1 0.08
H 0.978412 0.553199 -1.903781 0.0 0.2 -0.4 0.07
H 2.247826 0.415085 -0.776883 0.3 -0.3 0.1 0.08
```
Positions in Å, forces in eV/Å.

The frontier orbital gap comes out at 10.046 eV. For the energy above the lowest of the compared OMol25 structures with the same formula, charge and spin, the calculation gives 94.5 kcal per mole. Its structure (SMILES) is [H]/N=C(\NO)N/C(C)=N/[H]. Its multiplicity is 1.

***

[7]
This record from the Open Molecules 2025 dataset describes C3H8N4O5 as an isolated structure at a distorted geometry. The level of theory is the ωB97M-V functional and the def2-TZVPD basis.

The geometry in XYZ format:
```
20
Properties=species:S:1:pos:R:3:forces:R:3:lowdin_charge:R:1
C -1.351343 0.266846 -0.894790 -2.6 -1.3 1.8 -0.13
C 0.033282 -0.256868 -0.726783 3.5 0.0 -0.9 -0.18
C 0.921403 0.352322 0.513045 -2.1 -1.6 -0.5 -0.51
N 0.397011 -0.378206 1.608753 -0.7 -0.6 3.0 0.21
N 0.870335 0.444956 3.252597 -0.4 -1.8 -6.1 0.14
N 1.378207 -0.501595 4.066178 1.6 0.1 2.2 -0.43
N 0.164580 1.550828 3.677919 0.2 -0.1 3.5 -0.40
O 1.677774 -1.576214 3.599392 -0.5 -0.7 -1.3 0.06
O 1.649045 -0.191257 5.189452 -0.2 0.1 1.1 0.11
O -0.734250 1.949267 3.002910 -0.1 0.2 -1.0 0.11
O 0.517002 1.969192 4.779777 -0.6 0.3 -1.6 0.10
O 2.266113 0.268326 0.408531 3.0 -1.7 -2.5 -0.02
H -1.275087 1.196255 -1.329914 0.1 2.3 -1.0 0.03
H -1.994745 0.455878 0.065376 1.4 -0.8 -1.5 0.12
H -1.984258 -0.334767 -1.599232 0.7 0.3 0.7 0.09
H 0.157216 -1.363154 -0.646868 -0.4 0.7 -0.1 0.11
H 0.665326 0.071637 -1.711186 -1.3 -0.9 2.3 0.16
H 0.545552 1.320551 0.720416 0.3 1.5 -0.4 0.13
H 0.873919 -1.308557 1.798473 -0.2 1.6 0.1 0.11
H 2.638316 -0.497407 -0.215748 -1.7 2.4 2.0 0.18
```
Positions in Å, forces in eV/Å.

The frontier orbital gap comes out at 9.700 eV. For the energy above the lowest of the compared OMol25 structures with the same formula, charge and spin, the calculation gives 73.0 kcal per mole. Its multiplicity is 1.

***

[8]
This record from the Open Molecules 2025 dataset describes the molecule C3H8N4S at a distorted geometry. The level of theory is the ωB97M-V functional and the def2-TZVPD basis.

The geometry in XYZ format:
```
16
Properties=species:S:1:pos:R:3:forces:R:3:lowdin_charge:R:1
H 3.030960 0.274430 -2.600466 -1.4 0.1 0.8 0.08
N 2.108427 0.628845 -2.233208 2.2 -0.6 -0.3 0.02
C 1.608866 0.006208 -1.249694 -2.3 2.0 -1.2 -0.31
N 0.369952 0.551601 -0.782838 2.2 -0.1 -1.7 -0.42
S -0.031832 2.073717 -1.585829 -4.0 -1.5 1.2 0.71
C -0.321062 -0.000871 0.253264 -0.1 -0.5 0.3 -0.49
C 0.061683 -1.375833 0.746682 1.6 -0.3 -2.0 -0.02
N -1.225279 0.718782 0.754661 -0.7 1.3 -0.4 -0.08
N -2.002017 0.196601 1.768529 -0.5 -0.3 2.8 -0.05
H 1.871099 -0.898224 -0.778157 0.8 -0.9 0.5 0.09
H -1.646374 1.806528 -1.287522 3.8 0.8 -0.6 0.03
H -0.800869 -1.797925 1.231943 0.0 -0.2 0.6 0.06
H 0.962825 -1.183545 1.352859 -0.6 -0.6 0.4 0.09
H 0.437367 -2.085359 -0.099961 -1.0 1.3 1.4 0.11
H -1.525687 0.363987 2.723786 -1.0 -0.3 -2.0 0.12
H -2.898057 0.721057 1.785951 1.1 -0.4 0.1 0.08
```
Positions in Å, forces in eV/Å.

The frontier orbital gap comes out at 8.694 eV. For the energy above the lowest of the compared OMol25 structures with the same formula, charge and spin, the calculation gives 71.6 kcal per mole. Its structure (SMILES) is [H]/N=C/N(S)/C(C)=N/N. Its multiplicity is 1.